C43H69GeN4P3Rh | ωB97M-V/def2-TZVPD

Its orbital gap (spin up / spin down) is 6.89 / 5.18 eV. The value obtained for the max |F| is 0.9 eV Å⁻¹. As for the expectation value of S²: 8.8519. The LUMO energy (spin up / spin down) is -4.346 / -7.532 eV.

The geometry in ORCA input format:
```
! RIJCOSX wB97M-V def2-TZVPD def2/J DEFGRID3
* xyz 2 6
Rh 0.85 1.01 -0.65
C -0.47 4.74 -1.24
C -0.16 4.61 0.24
C -1.08 5.51 1.07
P -0.07 2.85 0.79
C -1.89 2.48 1.08
N -2.20 1.06 1.16
Ge -0.83 -0.33 0.36
N 0.34 -2.04 1.13
C 1.74 -2.10 0.72
P 1.86 -1.67 -1.08
C 1.43 -3.34 -1.88
C 0.56 -3.25 -3.12
C 0.83 -4.37 -0.92
C 3.68 -1.67 -1.43
C 4.46 -2.73 -0.64
C 4.35 -0.30 -1.32
C -0.05 -2.41 2.33
C 0.78 -2.97 3.35
C 0.28 -3.16 4.61
C -1.04 -2.80 4.91
C -1.89 -2.27 3.93
C -1.42 -2.10 2.66
N -2.20 -1.60 1.55
C -3.38 -0.82 1.91
C -4.53 -1.40 2.38
C -5.61 -0.60 2.73
C -5.55 0.79 2.59
C -4.43 1.39 2.10
C -3.30 0.60 1.72
C -2.56 -2.65 0.58
C -3.01 -3.90 0.98
C -3.45 -4.79 0.01
C -3.45 -4.40 -1.32
C -2.97 -3.15 -1.71
C -2.47 -2.26 -0.76
N -1.85 -1.05 -1.02
C -1.73 -0.62 -2.40
P -0.62 0.87 -2.59
C -1.82 2.14 -3.21
C -3.04 2.18 -2.27
C -2.29 1.97 -4.65
C 0.55 0.47 -3.97
C 1.37 1.72 -4.27
C 0.02 -0.18 -5.25
C 0.46 3.01 2.56
C 1.75 3.82 2.72
C 0.55 1.64 3.23
H -0.30 5.77 -1.57
H -1.51 4.51 -1.44
H 0.16 4.08 -1.84
H 0.87 4.95 0.40
H -2.13 5.22 0.95
H -1.00 6.54 0.73
H -0.85 5.50 2.13
H -2.46 2.94 0.28
H -2.19 2.96 2.01
H 2.19 -3.06 0.97
H 2.29 -1.33 1.26
H 2.41 -3.70 -2.20
H -0.48 -3.06 -2.84
H 0.57 -4.21 -3.64
H 0.89 -2.49 -3.82
H -0.11 -4.01 -0.49
H 1.50 -4.66 -0.12
H 0.59 -5.28 -1.48
H 3.68 -1.95 -2.49
H 4.51 -2.47 0.42
H 5.49 -2.78 -1.00
H 4.03 -3.72 -0.73
H 4.43 0.02 -0.27
H 3.79 0.47 -1.86
H 5.35 -0.35 -1.73
H 1.80 -3.22 3.12
H 0.91 -3.58 5.39
H -1.41 -2.94 5.92
H -2.90 -2.01 4.19
H -4.59 -2.48 2.48
H -6.51 -1.06 3.10
H -6.41 1.39 2.86
H -4.39 2.46 1.96
H -3.01 -4.17 2.02
H -3.79 -5.77 0.29
H -3.81 -5.07 -2.08
H -2.96 -2.88 -2.76
H -2.71 -0.37 -2.81
H -1.32 -1.40 -3.03
H -1.28 3.08 -3.14
H -3.83 1.55 -2.66
H -3.43 3.19 -2.20
H -2.82 1.82 -1.27
H -2.65 0.96 -4.85
H -1.52 2.22 -5.37
H -3.13 2.65 -4.83
H 1.21 -0.25 -3.47
H 0.76 2.50 -4.73
H 2.17 1.48 -4.97
H 1.83 2.15 -3.37
H -0.35 0.54 -5.96
H -0.76 -0.92 -5.07
H 0.85 -0.71 -5.74
H -0.35 3.56 3.05
H 2.52 3.53 2.00
H 2.16 3.68 3.72
H 1.56 4.89 2.59
H 1.28 1.00 2.73
H -0.41 1.12 3.21
H 0.84 1.75 4.27
C 4.16 -0.17 2.67
C 4.26 1.28 2.21
C 5.71 1.68 1.93
C 3.40 1.57 1.02
H 4.79 -0.33 3.55
H 4.51 -0.85 1.89
H 3.14 -0.44 2.95
H 3.90 1.91 3.04
H 6.12 1.10 1.11
H 6.33 1.51 2.81
H 5.78 2.74 1.67
H 2.41 1.12 0.89
H 3.68 2.34 0.32
*
```